(1)
Density functional theory data (ωB97M-V/def2-TZVPD) for 4 unconnected molecules or ions with the total composition C12H32O4.

Geometry as XYZ:
```
48
C12H32O4 ωB97M-V/def2-TZVPD
C 30.95 13.49 2.98
C 30.14 12.76 1.84
C 29.32 11.48 2.16
O 29.19 13.77 1.45
H 31.04 14.54 2.69
H 31.99 13.16 2.99
H 30.53 13.40 3.99
H 30.76 12.58 0.96
H 28.51 11.74 2.84
H 29.95 10.77 2.71
H 29.01 10.87 1.32
H 28.51 13.81 2.12
C 26.94 15.42 4.56
C 25.96 15.27 3.43
C 25.28 16.58 3.19
O 26.55 14.95 2.18
H 27.46 14.49 4.81
H 26.47 15.68 5.51
H 27.73 16.13 4.32
H 25.25 14.49 3.70
H 24.60 16.59 2.34
H 26.02 17.38 3.30
H 24.48 16.60 3.93
H 27.19 15.60 1.89
C 24.38 15.70 -3.73
C 23.83 15.97 -2.29
C 24.71 15.59 -1.13
O 23.71 17.44 -2.26
H 24.22 14.68 -4.07
H 25.42 16.02 -3.71
H 23.76 16.33 -4.37
H 22.84 15.51 -2.26
H 25.39 16.42 -0.94
H 25.31 14.71 -1.37
H 24.25 15.35 -0.17
H 23.57 17.76 -1.37
C 26.00 17.34 8.05
C 27.52 17.43 8.00
C 28.02 18.37 6.86
O 27.89 17.86 9.23
H 25.57 17.16 7.06
H 25.66 18.35 8.29
H 25.55 16.59 8.69
H 28.01 16.46 7.91
H 29.01 18.79 7.09
H 27.55 19.36 6.85
H 27.90 18.00 5.84
H 27.30 17.54 9.92
```

Computed properties:
Gap between HOMO and LUMO ... 10.51 eV
Relative energy (zero: lowest compared OMol25 entry of this formula, charge and spin) ... 1.8403 eV
Structure (SMILES) ... CC(C)O.CC(C)O.CC(C)O.CC(C)O
LUMO ... 0.641 eV

(2)
Density functional theory data (ωB97M-V/def2-TZVPD) for a molecular structure, AlO8S2.

Geometry as XYZ:
```
11
AlO8S2 ωB97M-V/def2-TZVPD
Al -2.24 -2.41 7.24
S -3.30 0.04 5.28
O -1.87 -0.18 5.35
O -3.59 0.08 6.71
O -3.67 1.24 4.58
O -3.84 -1.19 4.82
S -0.90 -4.89 9.11
O -0.46 -5.77 10.17
O -0.56 -3.48 9.41
O -0.40 -5.12 7.74
O -2.34 -4.84 8.90
```

Computed properties:
Gap between HOMO and LUMO ... 2.82 eV
Charge ... -1
Relative energy (zero: lowest compared OMol25 entry of this formula, charge and spin) ... 0.8083 eV
LUMO ... -3.037 eV

(3)
Density functional theory data (ωB97M-V/def2-TZVPD) for 6 unconnected molecules or ions with the total composition C12H36O6.

Geometry as XYZ:
```
54
C12H36O6 ωB97M-V/def2-TZVPD
C 0.59 -4.63 4.96
C 0.18 -3.54 4.00
O 1.06 -3.49 2.87
H 1.53 -4.37 5.44
H 0.57 -5.60 4.49
H -0.15 -4.64 5.76
H 0.09 -2.53 4.43
H -0.82 -3.78 3.61
H 1.09 -2.56 2.58
C 0.74 2.67 -1.42
C 1.27 3.35 -2.63
O 0.97 2.51 -3.77
H 1.21 1.70 -1.28
H -0.32 2.40 -1.50
H 0.89 3.34 -0.57
H 2.35 3.55 -2.56
H 0.86 4.34 -2.87
H 1.03 2.97 -4.61
C -1.58 -1.58 -3.31
C -0.84 -0.41 -3.90
O 0.42 -0.20 -3.28
H -2.00 -1.36 -2.32
H -0.92 -2.41 -3.07
H -2.43 -1.86 -3.93
H -1.43 0.51 -3.92
H -0.66 -0.69 -4.95
H 0.67 0.74 -3.42
C 4.52 -1.98 0.96
C 4.84 -0.56 0.51
O 3.66 0.22 0.26
H 3.98 -1.96 1.90
H 5.49 -2.46 1.07
H 3.95 -2.51 0.20
H 5.42 -0.62 -0.43
H 5.53 -0.06 1.20
H 3.97 1.10 0.03
C -0.51 0.36 1.59
C 0.28 -0.73 0.81
O 1.48 -1.08 1.45
H -0.81 -0.01 2.57
H -1.38 0.66 1.01
H 0.16 1.21 1.60
H 0.49 -0.40 -0.21
H -0.39 -1.60 0.86
H 2.25 -0.72 0.97
C -6.09 2.79 -0.05
C -4.76 3.48 -0.30
O -3.68 2.56 -0.27
H -6.31 2.00 -0.77
H -6.94 3.48 -0.12
H -6.20 2.34 0.94
H -4.56 4.30 0.38
H -4.84 3.93 -1.29
H -3.93 1.85 0.33
```

Computed properties:
Gap between HOMO and LUMO ... 9.79 eV
Relative energy (zero: lowest compared OMol25 entry of this formula, charge and spin) ... 2.1798 eV
Structure (SMILES) ... CCO.CCO.CCO.CCO.CCO.CCO
LUMO ... 0.474 eV

(4)
Density functional theory data (ωB97M-V/def2-TZVPD) for C3H5N3 in the gas phase.

Geometry as XYZ:
```
11
C3H5N3 ωB97M-V/def2-TZVPD
C -1.63 -0.04 0.14
N -0.21 -0.16 -0.11
C 0.71 0.81 0.27
C 1.90 0.10 0.11
N 1.64 -1.13 -0.35
N 0.34 -1.27 -0.51
H -2.18 -0.48 -0.68
H -1.82 -0.57 1.07
H -1.91 1.01 0.29
H 0.23 1.35 -0.58
H 2.93 0.38 0.35
```

Computed properties:
Gap between HOMO and LUMO ... 10.44 eV
Relative energy (zero: lowest compared OMol25 entry of this formula, charge and spin) ... 3.4990 eV
Structure (SMILES) ... Cn1ccnn1
LUMO ... 0.771 eV